# 1
{"formula": "C25H34Cl3KN7OS2Si", "method": "the ωB97M-V functional and the def2-TZVPD basis", "e_above_lowest_kj_mol": 20.1, "total_charge": -1, "homo_energy_ev": -4.110, "orbital_gap_ev": 5.957, "symbols": ["K", "C", "C", "C", "C", "C", "C", "C", "C", "C", "H", "H", "H", "H", "H", "H", "H", "H", "H", "H", "H", "H", "N", "N", "C", "N", "S", "H", "H", "H", "H", "H", "S", "C", "N", "N", "C", "C", "C", "C", "C", "C", "N", "N", "C", "C", "C", "C", "C", "C", "H", "H", "H", "H", "H", "H", "H", "H", "H", "H", "H", "C", "C", "O", "H", "H", "H", "H", "H", "H", "Cl", "Si", "Cl", "Cl"], "xyz": [[-0.946, 0.963, 0.357], [-5.741, 0.611, -4.589], [-4.685, -0.410, -4.047], [-3.423, -0.526, -4.691], [-2.444, -1.333, -4.170], [-1.085, -1.538, -4.845], [-2.751, -2.171, -3.048], [-3.966, -2.132, -2.428], [-4.301, -3.019, -1.213], [-4.936, -1.223, -2.908], [-6.716, 0.146, -4.735], [-5.408, 0.880, -5.626], [-5.877, 1.391, -3.884], [-3.243, -0.114, -5.644], [-0.911, -2.633, -5.007], [-0.265, -1.198, -4.151], [-1.090, -1.020, -5.782], [-1.959, -2.831, -2.694], [-4.282, -4.061, -1.588], [-5.291, -2.874, -0.861], [-3.563, -2.903, -0.428], [-5.880, -1.179, -2.384], [1.390, 3.331, 0.746], [1.483, 4.502, 1.492], [2.205, 4.504, 2.670], [2.331, 5.764, 3.215], [2.949, 3.164, 3.385], [2.286, 2.822, 0.885], [1.327, 3.565, -0.252], [0.768, 5.193, 1.320], [1.623, 6.448, 3.047], [2.775, 5.760, 4.090], [-0.364, -1.800, 1.424], [1.286, -1.551, 1.182], [2.246, -1.894, 2.061], [1.937, -2.562, 3.149], [2.925, -3.270, 3.827], [2.559, -4.255, 4.755], [3.501, -5.120, 5.301], [4.839, -5.060, 4.847], [5.202, -4.104, 3.919], [4.272, -3.132, 3.514], [2.022, -1.055, 0.123], [1.538, -0.285, -0.753], [2.500, 0.077, -1.705], [3.845, -0.407, -1.597], [4.665, -0.292, -2.697], [4.162, 0.309, -3.886], [2.931, 0.913, -3.915], [2.112, 0.821, -2.817], [0.944, -2.694, 3.515], [1.505, -4.387, 5.073], [3.149, -5.854, 6.045], [5.556, -5.654, 5.310], [6.122, -4.163, 3.363], [4.558, -2.425, 2.772], [4.084, -1.044, -0.748], [5.628, -0.748, -2.716], [4.809, 0.260, -4.773], [2.638, 1.497, -4.803], [1.129, 1.298, -2.769], [-1.552, 1.731, 3.598], [-2.862, 2.397, 3.154], [-3.101, 2.205, 1.730], [-1.515, 1.610, 4.663], [-0.713, 2.384, 3.340], [-1.341, 0.747, 3.182], [-2.790, 3.492, 3.270], [-3.791, 2.132, 3.704], [-4.081, 2.125, 1.599], [-4.711, 5.206, -0.370], [-2.757, 4.832, 0.286], [-1.343, 6.381, -0.190], [-2.113, 3.459, -1.199]], "lowdin_charge": [0.452, -0.043, -0.215, -0.035, -0.257, -0.048, -0.024, -0.269, -0.036, -0.014, 0.062, 0.081, 0.058, 0.092, 0.088, 0.087, 0.054, 0.123, 0.085, 0.050, 0.071, 0.103, 0.003, -0.087, -0.892, 0.061, 0.540, 0.051, 0.088, 0.086, 0.090, 0.050, 0.425, -0.908, 0.017, -0.038, -0.248, -0.054, -0.099, -0.121, -0.094, -0.030, -0.011, 0.023, -0.265, -0.019, -0.083, -0.106, -0.117, -0.054, 0.119, 0.112, 0.101, 0.065, 0.095, 0.088, 0.101, 0.086, 0.099, 0.111, 0.111, -0.079, -0.294, -0.280, 0.066, 0.069, 0.035, 0.081, 0.114, 0.104, 0.019, -0.581, -0.035, 0.018]}

=====

# 2
{"formula": "C25H34ClF22NO4S2", "method": "the ωB97M-V functional and the def2-TZVPD basis", "smiles": "COCCCCC[C@@](N)(CCC(F)(F)C(F)(F)C(F)(F)C(F)(F)S(F)(F)(F)(F)F)CO[C@@H](CCCCS(=O)(=O)Cl)CCC(F)(F)C(F)(F)C(F)(F)C(F)(F)F", "homo_energy_ev": -9.633, "orbital_gap_ev": 9.655, "symbols": ["C", "O", "C", "C", "C", "C", "C", "C", "N", "C", "C", "C", "F", "F", "C", "F", "F", "C", "F", "F", "C", "F", "F", "S", "F", "F", "F", "F", "F", "C", "O", "C", "C", "C", "C", "C", "S", "O", "O", "Cl", "C", "C", "C", "F", "F", "C", "F", "F", "C", "F", "F", "C", "F", "F", "F", "H", "H", "H", "H", "H", "H", "H", "H", "H", "H", "H", "H", "H", "H", "H", "H", "H", "H", "H", "H", "H", "H", "H", "H", "H", "H", "H", "H", "H", "H", "H", "H", "H", "H"], "xyz": [[3.967, 3.098, -3.229], [3.907, 1.696, -3.272], [2.995, 1.181, -4.210], [2.695, -0.280, -3.926], [2.818, -0.656, -2.463], [2.499, -2.114, -2.224], [2.560, -2.532, -0.762], [1.240, -2.684, 0.012], [0.600, -3.891, -0.525], [1.619, -2.789, 1.491], [0.461, -3.038, 2.436], [0.799, -3.137, 3.900], [1.486, -4.295, 4.147], [-0.356, -3.172, 4.639], [1.646, -2.009, 4.541], [1.924, -2.383, 5.819], [2.829, -1.867, 3.892], [0.886, -0.638, 4.622], [0.041, -0.476, 3.576], [0.145, -0.644, 5.763], [1.837, 0.604, 4.750], [1.129, 1.597, 5.376], [2.933, 0.257, 5.516], [2.411, 1.361, 3.090], [3.898, 0.882, 3.294], [2.094, -0.001, 2.346], [0.922, 1.810, 2.849], [2.737, 2.722, 3.816], [2.802, 1.990, 1.706], [0.285, -1.506, -0.126], [-0.452, -1.495, -1.314], [-1.054, -0.222, -1.543], [-1.503, -0.214, -2.976], [-1.650, 1.189, -3.602], [-1.493, 2.363, -2.645], [-1.955, 3.651, -3.289], [-2.026, 5.050, -2.179], [-1.532, 6.209, -2.857], [-3.296, 5.035, -1.520], [-0.639, 4.574, -0.758], [-2.152, -0.028, -0.474], [-3.553, 0.281, -0.961], [-4.505, 0.736, 0.111], [-5.776, 0.700, -0.416], [-4.265, 2.028, 0.495], [-4.601, -0.150, 1.388], [-5.775, 0.114, 2.026], [-4.624, -1.451, 0.968], [-3.458, -0.019, 2.450], [-2.728, 1.096, 2.230], [-2.642, -1.103, 2.350], [-3.968, 0.042, 3.915], [-4.678, 1.173, 4.124], [-2.887, 0.034, 4.736], [-4.746, -1.036, 4.182], [4.764, 3.473, -3.860], [4.176, 3.397, -2.213], [3.029, 3.549, -3.529], [2.084, 1.770, -4.209], [3.414, 1.275, -5.212], [1.656, -0.431, -4.191], [3.324, -0.910, -4.536], [2.200, 0.015, -1.876], [3.831, -0.486, -2.131], [1.571, -2.422, -2.684], [3.286, -2.654, -2.739], [3.154, -1.798, -0.231], [3.058, -3.488, -0.657], [1.288, -4.617, -0.636], [-0.130, -4.241, 0.076], [2.185, -1.909, 1.745], [2.301, -3.625, 1.582], [0.029, -3.999, 2.190], [-0.340, -2.325, 2.347], [-0.404, -1.554, 0.711], [0.840, -0.576, 0.004], [-0.274, 0.518, -1.406], [-0.744, -0.750, -3.526], [-2.404, -0.793, -3.108], [-2.588, 1.260, -4.137], [-0.884, 1.303, -4.358], [-0.443, 2.480, -2.429], [-1.978, 2.219, -1.692], [-2.969, 3.572, -3.651], [-1.279, 3.945, -4.075], [-1.808, 0.724, 0.219], [-2.210, -0.975, 0.035], [-3.984, -0.617, -1.375], [-3.604, 1.032, -1.734]], "lowdin_charge": [-0.098, -0.188, -0.238, -0.162, -0.210, -0.186, -0.126, -0.478, 0.111, -0.122, -0.067, -0.414, 0.121, 0.120, -0.331, 0.149, 0.134, -0.334, 0.119, 0.152, -0.338, 0.111, 0.115, 0.758, -0.111, -0.154, -0.117, -0.109, -0.099, -0.160, -0.087, -0.321, -0.111, -0.159, -0.292, -0.261, 0.361, -0.337, -0.331, 0.428, -0.096, -0.066, -0.407, 0.108, 0.119, -0.305, 0.141, 0.138, -0.320, 0.143, 0.131, -0.484, 0.172, 0.162, 0.169, 0.085, 0.084, 0.078, 0.101, 0.123, 0.101, 0.115, 0.109, 0.115, 0.109, 0.114, 0.119, 0.115, 0.080, 0.074, 0.088, 0.136, 0.134, 0.094, 0.098, 0.135, 0.130, 0.110, 0.116, 0.112, 0.109, 0.082, 0.079, 0.111, 0.109, 0.120, 0.110, 0.139, 0.123]}

=====

# 3
{"formula": "C25H34Ge2N2O7SZn", "method": "the ωB97M-V functional and the def2-TZVPD basis", "e_above_lowest_kj_mol": 346.2, "homo_energy_ev": [-7.247, -7.321], "orbital_gap_ev": [6.563, 6.524], "symbols": ["Zn", "O", "C", "O", "C", "C", "C", "C", "C", "C", "O", "N", "O", "O", "N", "O", "O", "H", "H", "C", "C", "Ge", "C", "C", "C", "C", "Ge", "C", "C", "C", "C", "C", "C", "C", "C", "C", "C", "H", "H", "H", "H", "H", "H", "H", "H", "H", "H", "H", "H", "H", "H", "H", "H", "H", "H", "H", "H", "H", "H", "H", "H", "H", "H", "C", "S", "C", "H", "H", "H", "H", "H", "H"], "xyz": [[-2.367, -9.091, -14.630], [-2.133, -8.728, -18.400], [-2.479, -9.511, -17.509], [-1.602, -10.215, -16.695], [-3.921, -9.895, -17.430], [-4.806, -9.563, -18.441], [-6.045, -10.172, -18.425], [-6.512, -11.180, -17.549], [-5.631, -11.375, -16.491], [-4.410, -10.625, -16.225], [-3.845, -10.416, -15.046], [-5.852, -12.600, -15.800], [-6.551, -13.424, -16.370], [-5.365, -12.715, -14.612], [-7.015, -9.485, -19.265], [-8.174, -9.862, -19.217], [-6.552, -8.597, -19.974], [-4.405, -8.940, -19.239], [-7.411, -11.714, -17.771], [-2.639, -12.302, -12.592], [-1.328, -12.229, -13.324], [-0.715, -10.356, -13.643], [-0.181, -9.797, -11.791], [1.004, -10.603, -11.183], [0.956, -10.446, -14.565], [1.163, -11.275, -15.677], [0.232, -10.679, -17.280], [1.131, -8.894, -17.653], [2.230, -9.150, -18.681], [-0.173, -11.912, -18.730], [-0.843, -11.204, -19.962], [2.022, -12.478, -15.572], [2.327, -13.078, -14.357], [2.985, -14.295, -14.297], [3.526, -14.902, -15.436], [3.272, -14.287, -16.690], [2.537, -13.104, -16.752], [-3.021, -13.295, -12.616], [-3.384, -11.675, -13.074], [-2.670, -12.034, -11.570], [-1.375, -12.579, -14.401], [-0.551, -12.747, -12.794], [-1.020, -9.886, -11.076], [0.049, -8.730, -11.844], [0.654, -11.489, -10.618], [1.559, -9.998, -10.469], [1.699, -10.834, -12.022], [1.837, -9.820, -14.214], [1.475, -8.625, -16.669], [0.276, -8.129, -17.964], [2.386, -10.232, -19.025], [3.251, -8.878, -18.248], [2.123, -8.475, -19.500], [-0.865, -12.644, -18.402], [0.801, -12.397, -19.033], [-0.611, -11.730, -20.897], [-0.556, -10.136, -20.163], [-1.927, -11.351, -19.931], [1.977, -12.689, -13.433], [3.147, -14.649, -13.259], [4.046, -15.882, -15.329], [3.654, -14.784, -17.557], [2.333, -12.597, -17.664], [-3.185, -6.219, -13.214], [-1.825, -6.829, -14.230], [-1.848, -5.854, -15.723], [-3.043, -5.219, -12.850], [-3.333, -6.864, -12.286], [-4.088, -6.241, -13.799], [-0.860, -5.950, -16.279], [-1.989, -4.849, -15.407], [-2.733, -6.152, -16.318]], "lowdin_charge": [0.519, 0.040, -0.492, -0.240, -0.055, 0.060, -0.143, 0.111, -0.078, -0.181, -0.157, -0.315, 0.072, 0.046, -0.360, 0.074, 0.052, 0.141, 0.132, -0.186, -0.354, 0.777, -0.389, -0.176, -0.275, -0.311, 1.029, -0.294, -0.184, -0.293, -0.153, -0.222, -0.047, -0.085, -0.078, -0.071, -0.041, 0.060, 0.034, 0.052, 0.080, 0.043, 0.053, 0.032, 0.073, 0.053, 0.038, 0.097, 0.032, 0.096, 0.076, 0.089, 0.049, 0.055, 0.066, 0.063, 0.078, 0.065, 0.083, 0.115, 0.112, 0.092, 0.058, -0.355, 0.774, -0.359, 0.038, 0.081, 0.038, 0.080, 0.025, 0.057]}